No. 1
C99H209N11O11 | wB97M-V/def2-TZVPD

Last column: Löwdin charge in e.
Positions of all 330 atoms, in Å:
C -5.7129 4.9425 -1.7730  -0.037
C -4.5320 5.5424 -0.9462  -0.409
C -5.2603 6.5205 -0.0251  -0.139
C -4.3302 7.0597 1.1452  -0.170
C -3.8200 5.9787 2.0757  -0.148
C -3.2495 4.7401 1.2809  -0.448
N -4.0163 4.5152 0.0482  -0.122
O -3.8023 3.2856 -0.5328  -0.021
C -1.8186 5.1518 0.8913  -0.028
C -3.2439 3.5082 2.2017  -0.022
C -3.4024 6.3046 -1.8187  -0.008
H -5.4478 4.4282 -2.6968  0.070
H -6.4162 5.6835 -2.1530  0.079
H -6.2411 4.2162 -1.1553  0.082
H -5.8218 7.2229 -0.6412  0.112
H -6.0011 5.9876 0.5710  0.113
H -4.8659 7.6894 1.8554  0.105
H -3.4839 7.5972 0.7173  0.094
H -4.6232 5.6848 2.7514  0.111
H -3.1584 6.5006 2.7671  0.117
H -1.1508 5.5594 1.6502  0.075
H -1.2723 4.3382 0.4141  0.074
H -1.7401 5.9333 0.1354  0.063
H -4.1377 2.9505 2.4812  0.087
H -2.6530 2.6569 1.8637  0.041
H -2.9198 3.8124 3.1970  0.071
H -2.6153 5.6531 -2.1984  0.047
H -2.8380 7.0867 -1.3110  0.055
H -3.7821 6.8179 -2.7022  0.075
H -4.5649 2.7152 -0.4117  0.108
C -0.9133 -1.4653 0.9698  -0.003
C -0.2571 -0.0153 0.8474  -0.478
C 1.2627 -0.1670 0.8186  -0.184
C 1.8201 -0.7809 -0.3633  -0.188
C 1.5528 0.1372 -1.6057  -0.091
C -0.0111 0.4891 -1.7744  -0.473
N -0.6675 0.6545 -0.4079  -0.125
O -1.9784 0.9015 -0.4708  -0.002
C 0.0066 1.7626 -2.5253  -0.051
C -0.5464 -0.6556 -2.6112  -0.050
C -0.5989 0.8225 2.0513  -0.032
H -0.6566 -2.1147 1.8068  0.062
H -0.7386 -2.0869 0.0916  0.054
H -1.9754 -1.2274 1.0284  0.074
H 1.7055 0.8153 0.9837  0.125
H 1.5385 -0.7226 1.7149  0.116
H 1.3642 -1.7625 -0.4920  0.099
H 2.9069 -0.8604 -0.3901  0.114
H 2.0009 -0.2971 -2.4993  0.110
H 2.0576 1.0924 -1.4610  0.107
H 0.3941 2.5450 -1.8727  0.087
H 0.6953 1.4868 -3.3238  0.087
H -0.9983 2.0287 -2.8533  0.092
H -0.1238 -0.5223 -3.6070  0.081
H -0.4489 -1.6529 -2.1824  0.082
H -1.5838 -0.4523 -2.8770  0.068
H -0.1381 1.7983 1.8976  0.082
H -0.1934 0.2687 2.8981  0.090
H -1.6736 0.9313 2.1966  0.065
H -1.9909 1.8558 -0.3671  0.076
C -2.0237 0.4687 10.3544  -0.040
C -1.8005 0.7912 8.8329  -0.465
C -1.9895 -0.5138 8.0332  -0.126
C -1.9213 -0.1811 6.5491  -0.197
C -3.0465 0.7125 6.1825  -0.122
C -2.9968 2.0836 7.0229  -0.474
N -2.7954 1.8172 8.4607  -0.094
O -2.7709 3.0037 9.3252  -0.005
C -1.9394 2.9695 6.3426  -0.040
C -4.3467 2.7369 6.8594  -0.048
C -0.3245 1.3968 8.7187  -0.024
H -1.6651 1.2711 10.9991  0.079
H -1.4987 -0.4601 10.5776  0.068
H -3.0116 0.0448 10.5345  0.080
H -1.3802 -1.2540 8.5518  0.119
H -3.0327 -0.7715 8.2162  0.119
H -1.9800 -1.1718 6.0984  0.087
H -0.9779 0.2265 6.1858  0.111
H -4.0448 0.2859 6.0852  0.120
H -2.8084 1.0749 5.1824  0.105
H -1.1258 2.4228 5.8658  0.065
H -2.3417 3.6272 5.5721  0.071
H -1.3060 3.5006 7.0532  0.076
H -5.0860 2.5576 7.6401  0.087
H -4.1711 3.8126 6.8466  0.078
H -4.7556 2.5116 5.8744  0.083
H 0.5055 0.7445 8.9903  0.080
H -0.1113 2.2883 9.3085  0.072
H -0.0960 1.9473 7.8061  0.039
H -3.7157 3.0827 9.4763  0.087
C 6.3352 -3.9360 -4.7815  -0.033
C 5.3128 -3.5230 -5.8886  -0.421
C 5.2219 -4.6919 -6.8636  -0.188
C 3.9476 -4.9576 -7.5481  -0.157
C 2.6663 -4.7455 -6.6243  -0.118
C 2.6952 -3.3878 -5.8885  -0.477
N 3.9722 -3.3780 -5.2461  -0.148
O 4.0106 -2.5100 -4.1723  -0.014
C 2.4905 -2.1556 -6.7582  -0.034
C 1.3686 -3.5440 -4.9157  -0.009
C 5.7138 -2.1661 -6.6653  -0.014
H 7.3590 -4.0346 -5.1423  0.085
H 6.1829 -4.9165 -4.3305  0.073
H 6.1950 -3.4091 -3.8377  0.062
H 6.0876 -4.5254 -7.5047  0.122
H 5.5561 -5.6190 -6.3978  0.112
H 4.0081 -5.8812 -8.1236  0.114
H 3.7921 -4.1412 -8.2533  0.093
H 2.4376 -5.5609 -5.9380  0.112
H 1.8376 -4.7116 -7.3316  0.109
H 2.9612 -1.2290 -6.4296  0.088
H 2.6070 -2.4089 -7.8119  0.077
H 1.4485 -1.8413 -6.6996  0.070
H 1.0587 -2.5639 -4.5532  0.053
H 0.5597 -3.9346 -5.5332  0.072
H 1.5586 -4.2289 -4.0893  0.071
H 5.0393 -2.1322 -7.5209  0.060
H 6.6896 -1.9885 -7.1173  0.068
H 5.6699 -1.2628 -6.0568  0.073
H 3.7436 -3.1119 -3.4738  0.098
C -0.1878 6.8006 -5.9729  -0.035
C -0.0623 5.6069 -5.0167  -0.480
C 0.8256 4.4580 -5.6386  -0.107
C 2.3183 4.5767 -5.3692  -0.195
C 2.6108 4.6532 -3.9106  -0.158
C 1.8703 5.8675 -3.2602  -0.430
N 0.4672 6.0188 -3.7731  -0.137
O -0.2336 6.9623 -3.0158  0.005
C 1.9113 5.4793 -1.7581  -0.042
C 2.6829 7.1866 -3.4974  -0.023
C -1.5261 5.0128 -4.7684  -0.011
H -0.9474 6.5724 -6.7205  0.066
H 0.5702 6.8305 -6.7555  0.072
H -0.4181 7.7750 -5.5420  0.081
H 0.4931 3.5085 -5.2191  0.107
H 0.7116 4.4781 -6.7224  0.119
H 2.7814 5.4040 -5.9069  0.114
H 2.7619 3.6547 -5.7451  0.115
H 3.6972 4.6738 -3.8240  0.121
H 2.3983 3.7802 -3.2934  0.101
H 2.7951 4.8674 -1.5773  0.081
H 1.9635 6.2837 -1.0244  0.068
H 0.9956 5.1344 -1.2779  0.070
H 2.6069 7.3639 -4.5702  0.076
H 2.4129 8.0412 -2.8771  0.074
H 3.7390 7.0350 -3.2740  0.081
H -1.6188 4.1486 -5.4261  0.061
H -2.4030 5.6309 -4.9608  0.067
H -1.4630 4.7015 -3.7257  0.063
H 0.2103 7.8050 -3.1356  0.085
C -4.0054 -6.3933 -5.1798  -0.029
C -4.7597 -5.9427 -3.9205  -0.483
C -4.1901 -6.4555 -2.6088  -0.157
C -2.9972 -5.7080 -2.0088  -0.213
C -3.3727 -4.2975 -1.7948  -0.140
C -3.9057 -3.5770 -3.1327  -0.414
N -4.8405 -4.4534 -3.8378  -0.100
O -5.4102 -3.7911 -4.9813  0.000
C -4.4771 -2.1944 -2.6395  -0.025
C -2.6582 -3.2336 -4.0699  -0.015
C -6.1605 -6.5923 -4.0145  -0.046
H -2.9414 -6.2984 -4.9632  0.074
H -4.2052 -5.8736 -6.1168  0.081
H -4.2220 -7.4411 -5.3880  0.079
H -4.9617 -6.6137 -1.8553  0.112
H -3.8310 -7.4841 -2.6418  0.122
H -2.3141 -5.6929 -2.8580  0.097
H -2.6604 -6.3075 -1.1632  0.122
H -2.4239 -3.8600 -1.4842  0.106
H -4.0089 -4.4057 -0.9163  0.123
H -4.8644 -1.6817 -3.5200  0.072
H -5.4488 -2.3202 -2.1618  0.083
H -3.6682 -1.6612 -2.1401  0.074
H -1.7581 -3.8166 -3.8751  0.064
H -2.8137 -3.3143 -5.1457  0.072
H -2.2690 -2.2290 -3.9046  0.047
H -6.6624 -6.4894 -3.0524  0.072
H -6.0658 -7.6736 -4.1151  0.081
H -6.9175 -6.2331 -4.7116  0.083
H -4.5589 -3.6348 -5.3966  0.052
C 1.5804 -3.8546 3.8746  -0.041
C 2.2972 -5.0848 3.2368  -0.422
C 1.5563 -6.3148 3.7194  -0.164
C 2.0814 -7.5057 2.9967  -0.203
C 2.0009 -7.4396 1.4873  -0.120
C 2.7623 -6.1402 1.0278  -0.429
N 2.4382 -4.9292 1.7821  -0.116
O 2.9097 -3.7191 1.3115  0.003
C 4.2666 -6.4400 0.9134  -0.034
C 2.1766 -5.8453 -0.4573  -0.023
C 3.7679 -5.1498 4.0326  -0.007
H 2.0663 -2.8904 3.7252  0.072
H 1.4436 -4.0091 4.9449  0.085
H 0.6241 -3.7033 3.3738  0.063
H 1.5732 -6.5414 4.7854  0.128
H 0.5310 -6.0958 3.4212  0.117
H 1.4400 -8.3259 3.3191  0.114
H 3.1062 -7.7572 3.2698  0.115
H 1.0263 -7.6975 1.0728  0.118
H 2.6396 -8.2422 1.1187  0.107
H 4.4923 -7.4043 0.4582  0.083
H 4.7702 -5.6876 0.3064  0.058
H 4.9085 -6.5033 1.7920  0.066
H 2.1898 -6.7099 -1.1209  0.075
H 1.1325 -5.5512 -0.3506  0.072
H 2.6923 -5.0313 -0.9668  0.058
H 4.3445 -5.9746 3.6139  0.034
H 3.8477 -5.4054 5.0892  0.072
H 4.3900 -4.2665 3.8882  0.055
H 2.1089 -3.1897 1.3114  0.090
C -1.1973 -6.7137 7.6338  -0.014
C -2.6986 -6.8837 7.0282  -0.395
C -3.7897 -6.1587 7.9369  -0.147
C -3.7952 -4.6428 7.9457  -0.153
C -3.9904 -4.2683 6.3493  -0.122
C -2.9884 -4.9113 5.3758  -0.503
N -2.8428 -6.3954 5.6057  -0.119
O -2.2325 -7.2218 4.6634  -0.013
C -3.6844 -4.6518 4.0286  -0.037
C -1.6947 -4.1613 5.5516  -0.035
C -3.0455 -8.4021 7.1356  -0.057
H -0.4666 -6.3934 6.8911  0.054
H -0.7459 -7.6243 8.0277  0.061
H -1.1860 -6.0689 8.5125  0.069
H -4.6510 -6.3865 7.3090  0.105
H -3.9777 -6.5219 8.9473  0.117
H -2.9484 -4.0446 8.2822  0.084
H -4.4833 -4.1049 8.5979  0.099
H -3.8142 -3.1932 6.3846  0.098
H -5.0167 -4.4896 6.0563  0.110
H -3.9929 -3.6068 3.9998  0.086
H -3.0877 -4.9406 3.1634  0.079
H -4.5977 -5.2369 3.9212  0.085
H -1.8509 -3.2106 5.0418  0.084
H -1.1228 -4.3596 6.4580  0.082
H -1.0216 -4.7013 4.8857  0.056
H -2.5047 -8.9072 6.3353  0.068
H -4.0742 -8.7075 6.9444  0.077
H -2.7499 -8.8976 8.0604  0.079
H -2.9673 -7.5900 4.1672  0.103
C -4.7232 3.4789 -6.7337  -0.051
C -5.3777 4.3259 -7.7688  -0.507
C -5.0867 5.8163 -7.3669  -0.072
C -5.2578 6.8547 -8.6140  -0.192
C -4.5083 6.4041 -9.7762  -0.183
C -4.8369 4.9918 -10.2229  -0.474
N -4.7683 4.0322 -9.1210  -0.098
O -5.1637 2.7085 -9.4569  -0.018
C -6.1930 4.9491 -11.0120  -0.019
C -3.6767 4.4230 -11.1280  -0.034
C -6.9066 4.1314 -7.7049  -0.038
H -5.2853 3.5224 -5.8008  0.091
H -3.6420 3.6133 -6.7039  0.077
H -4.7438 2.4138 -6.9644  0.082
H -5.9314 6.1442 -6.7611  0.107
H -4.0515 5.9035 -7.0370  0.101
H -4.8738 7.7421 -8.1108  0.104
H -6.2418 7.2476 -8.8698  0.108
H -3.4883 6.3645 -9.3941  0.125
H -4.6143 7.2342 -10.4747  0.130
H -6.1336 5.8640 -11.6016  0.078
H -6.1895 4.1122 -11.7103  0.077
H -7.1767 5.0294 -10.5494  0.069
H -3.9037 3.4939 -11.6507  0.072
H -3.5899 5.1412 -11.9433  0.074
H -2.6609 4.2786 -10.7598  0.084
H -7.3924 4.3754 -6.7601  0.085
H -7.0303 3.0578 -7.8471  0.079
H -7.4839 4.6641 -8.4606  0.068
H -6.0652 2.7777 -9.7795  0.077
C 1.9494 3.6370 3.4036  -0.031
C 2.5910 4.8527 4.0837  -0.496
C 1.9476 5.3017 5.3901  -0.084
C 2.4015 4.3827 6.6683  -0.142
C 3.9343 4.3070 6.6482  -0.150
C 4.5039 3.7912 5.2520  -0.447
N 4.0504 4.7116 4.1714  -0.120
O 4.7075 4.4477 2.9342  -0.017
C 6.0540 3.9606 5.3825  -0.044
C 4.1686 2.2568 5.0895  -0.033
C 2.3380 6.0940 3.1305  -0.023
H 2.6318 3.4073 2.5852  0.085
H 0.8911 3.7877 3.1905  0.076
H 1.9869 2.7057 3.9688  0.058
H 2.2932 6.3239 5.5442  0.105
H 0.8638 5.1855 5.3807  0.111
H 2.1996 3.3129 6.6163  0.077
H 1.9640 4.6182 7.6385  0.100
H 4.1679 3.5825 7.4283  0.112
H 4.4641 5.2200 6.9198  0.108
H 6.5276 3.5506 4.4905  0.067
H 6.2453 5.0300 5.4719  0.082
H 6.5243 3.4229 6.2058  0.083
H 3.2047 1.9076 5.4598  0.068
H 4.4360 2.0126 4.0614  0.070
H 4.9085 1.7621 5.7187  0.073
H 2.4639 7.0377 3.6611  0.074
H 1.4632 6.0113 2.4856  0.070
H 3.1728 6.2291 2.4428  0.066
H 5.2585 5.2142 3.1086  0.101
C 5.9695 -0.9441 4.1693  0.002
C 6.8380 -0.8384 2.8172  -0.452
C 8.2391 -1.2069 3.2685  -0.170
C 9.3808 -1.3756 2.1956  -0.150
C 8.9273 -2.5377 1.2818  -0.132
C 7.4458 -2.4823 0.7212  -0.432
N 6.4767 -1.9705 1.8075  -0.096
O 5.1323 -1.8807 1.4082  -0.048
C 7.2546 -1.6093 -0.5897  -0.031
C 6.9625 -3.9159 0.3597  -0.040
C 6.8302 0.5621 2.2386  -0.030
H 5.3693 -1.8529 4.1258  0.063
H 5.2637 -0.1137 4.1551  0.041
H 6.5677 -0.8804 5.0783  0.076
H 8.6163 -0.3461 3.8206  0.108
H 8.1939 -2.0324 3.9790  0.114
H 10.3787 -1.5617 2.5926  0.106
H 9.3802 -0.4571 1.6087  0.096
H 9.1293 -3.4385 1.8612  0.111
H 9.4616 -2.5495 0.3318  0.107
H 7.8114 -1.9589 -1.4591  0.074
H 6.1713 -1.6452 -0.7052  0.067
H 7.6268 -0.5867 -0.5283  0.062
H 6.6207 -4.4272 1.2596  0.080
H 6.2260 -3.8701 -0.4425  0.070
H 7.8885 -4.3566 -0.0098  0.080
H 7.2348 1.3011 2.9301  0.085
H 5.7924 0.7699 1.9780  0.083
H 7.4053 0.5095 1.3142  0.062
H 4.6968 -2.7198 1.5753  0.053

Calculated values
E = -5326.44702 hartree
energy above the lowest of the compared OMol25 structures with the same formula, charge and spin = 294.92 kcal per mole
Kohn-Sham gap = 8.03 eV
HOMO energy = -7.65 eV
structure (SMILES) = CC1(C)CCCC(C)(C)N1O.CC1(C)CCCC(C)(C)N1O.CC1(C)CCCC(C)(C)N1O.CC1(C)CCCC(C)(C)N1O.CC1(C)CCCC(C)(C)N1O.CC1(C)CCCC(C)(C)N1O.CC1(C)CCCC(C)(C)N1O.CC1(C)CCCC(C)(C)N1O.CC1(C)CCCC(C)(C)N1O.CC1(C)CCCC(C)(C)N1O.CC1(C)CCCC(C)(C)N1O
molecular weight = 1729.83 g/mol

---

No. 2
C31H33BrCl2N7O5V | wB97M-V/def2-TZVPD

Last column: Löwdin charge in e.
Positions of all 80 atoms, in Å:
V 0.5262 -0.2017 -0.1510  0.943
O -2.1889 -1.1996 -2.8992  -0.057
C -3.1999 -1.9851 -2.3021  -0.197
C -3.8421 -1.3321 -1.1013  -0.264
C -5.2146 -1.4126 -0.9004  -0.019
C -5.7664 -0.8150 0.2218  -0.056
C -4.9201 -0.1508 1.0969  -0.051
C -3.5639 -0.1266 0.8049  -0.143
N -3.0286 -0.7037 -0.2645  0.126
H -2.5702 -0.3551 -3.1653  0.083
H -2.7096 -2.9148 -2.0013  0.124
H -3.9860 -2.2545 -3.0191  0.119
H -5.8390 -1.9304 -1.6157  0.113
H -6.8307 -0.8603 0.4046  0.109
H -5.2884 0.3349 1.9881  0.105
H -2.8687 0.3617 1.4789  0.092
Cl -1.4190 -6.3686 3.3671  0.675
C -1.1573 -4.7787 2.7227  -0.667
C -1.5229 -3.6654 3.5039  -0.107
C -1.3391 -2.3913 3.0487  -0.557
Cl -1.8503 -1.0493 4.0191  0.735
C -0.7520 -2.1279 1.7765  -0.374
O -0.5726 -0.9303 1.3879  -0.158
C -0.4287 -3.2695 1.0017  -0.122
C 0.0470 -3.1176 -0.3318  -0.142
O 0.3079 -2.0296 -0.8715  -0.091
C -0.6311 -4.5878 1.4794  -0.053
H -1.9676 -3.8215 4.4768  0.110
H 0.1601 -4.0127 -0.9602  0.148
H -0.3756 -5.4298 0.8523  0.119
N 2.2602 -0.2985 2.0779  0.070
C 1.5426 0.5783 3.0055  -0.287
C 2.4117 1.2768 4.0630  -0.136
C 3.4998 2.2300 3.5607  -0.161
C 3.0033 3.4792 2.8304  -0.144
N 1.8864 4.1444 3.5026  0.094
C 1.9848 4.9261 4.5553  -0.434
N 0.8744 5.3150 5.1895  0.206
N 3.1710 5.3494 5.0145  0.210
C 0.6959 1.5835 2.2167  -0.603
O 0.0467 2.4597 2.7970  0.010
O 0.8094 1.4796 0.9567  -0.109
H 2.5851 -1.1317 2.5572  0.101
H 3.0789 0.1548 1.6788  0.083
H 0.8198 -0.0459 3.5439  0.124
H 2.9072 0.5035 4.6579  0.120
H 1.7457 1.7982 4.7529  0.115
H 4.1879 1.7176 2.8830  0.113
H 4.1114 2.5214 4.4193  0.108
H 2.6293 3.2404 1.8338  0.126
H 3.8124 4.1961 2.6709  0.120
H 0.9621 3.7119 3.2840  0.102
H -0.0244 4.9809 4.8839  0.133
H 0.9088 5.9316 5.9808  0.123
H 4.0143 5.1302 4.5165  0.110
H 3.2291 6.0289 5.7516  0.125
Br 7.5246 -2.7368 -0.8591  0.769
C 5.8553 -1.8918 -1.0625  -0.700
C 4.7709 -2.3113 -0.3062  -0.108
C 3.5479 -1.6785 -0.4651  -0.033
C 3.3966 -0.6384 -1.3736  -0.244
C 4.4964 -0.2192 -2.1173  -0.015
C 5.7219 -0.8462 -1.9647  -0.113
N 2.1190 -0.0269 -1.4756  0.009
C 1.7956 0.5466 -2.6085  -0.042
C 0.5296 1.2099 -2.6741  -0.234
C 0.1104 1.9971 -3.7583  -0.001
C -1.0647 2.6921 -3.6574  -0.047
C -1.8039 2.6174 -2.4668  -0.035
C -1.3510 1.8113 -1.4536  -0.092
N -0.2255 1.0829 -1.5650  0.017
H 4.8722 -3.1272 0.3933  0.106
H 2.7035 -2.0175 0.1238  0.092
H 4.4238 0.6175 -2.7956  0.110
H 6.5756 -0.5162 -2.5389  0.106
H 2.4404 0.5206 -3.4802  0.132
H 0.7236 2.0515 -4.6465  0.120
H -1.4084 3.3072 -4.4766  0.114
H -2.7169 3.1784 -2.3326  0.112
H -1.8803 1.7081 -0.5151  0.113

Calculated values
E = -6398.96944 hartree
energy above the lowest of the compared OMol25 structures with the same formula, charge and spin = 35.46 kcal per mole
net charge = +1
Kohn-Sham gap (spin up / spin down) = 5.99 / 7.06 eV
multiplicity = 4
HOMO energy (spin up / spin down) = -8.79 / -10.00 eV
⟨S²⟩ = 3.77
molecular weight = 785.40 g/mol